Record 1
{"formula": "C23H31N2O3", "method": "the ωB97M-V functional and the def2-TZVPD basis", "species": ["C", "C", "C", "C", "C", "C", "C", "C", "C", "H", "O", "C", "H", "H", "H", "O", "C", "C", "O", "H", "H", "C", "N", "C", "H", "C", "N", "C", "C", "C", "C", "C", "C", "H", "H", "H", "H", "H", "C", "H", "C", "H", "H", "H", "H", "H", "H", "H", "H", "H", "H", "H", "H", "H", "H", "H", "H", "H", "H"], "xyz": [[6.81, 3.35, -0.91], [6.37, 2.51, -0.14], [5.11, 2.90, 0.60], [3.97, 1.75, 0.23], [3.06, 1.83, -0.94], [2.07, 0.95, -1.11], [1.99, -0.30, -0.32], [2.93, -0.40, 0.46], [3.81, 0.60, 0.84], [4.59, 0.36, 1.74], [2.79, -1.43, 1.25], [3.60, -1.80, 2.22], [4.77, -2.06, 1.91], [3.46, -2.80, 2.71], [3.53, -1.19, 3.00], [1.03, -1.12, -0.76], [1.54, -2.58, -1.16], [0.54, -3.47, -0.42], [0.63, -3.08, 0.82], [1.33, -2.71, 1.28], [0.90, -4.44, -0.80], [-0.98, -3.22, -0.89], [-1.43, -1.86, -0.68], [-2.36, -1.40, -1.63], [-1.77, -1.29, -3.00], [-2.64, 0.01, -1.47], [-3.40, -0.21, -0.20], [-4.32, 1.14, 0.07], [-5.37, 0.69, 1.22], [-6.22, 1.63, 1.47], [-6.31, 2.97, 0.64], [-5.44, 3.07, -0.44], [-4.39, 2.21, -0.59], [-3.73, 2.27, -1.41], [-5.48, 3.96, -0.86], [-7.05, 3.79, 0.96], [-6.95, 1.47, 2.01], [-5.26, -0.18, 1.91], [-2.56, -0.46, 0.87], [-3.19, -0.33, 1.91], [-2.06, -2.02, 0.72], [-1.61, -2.26, 1.57], [-3.13, -2.61, 0.51], [-1.69, -0.02, 0.97], [-3.50, 0.41, -2.31], [-1.66, 0.56, -1.46], [-3.10, -2.19, -1.83], [-0.47, -1.49, -0.62], [-1.45, -3.99, -0.68], [-0.98, -3.41, -2.07], [1.47, -2.50, -2.34], [2.56, -2.55, -0.95], [1.63, 1.26, -2.07], [3.13, 2.86, -1.23], [5.28, 2.69, 1.82], [4.64, 3.90, 0.59], [6.64, 1.50, 0.00], [7.59, 3.12, -1.47], [6.36, 4.41, -1.19]], "mulliken_charge": [-0.812, -0.042, -0.963, 0.293, -0.720, -0.925, 0.872, 0.746, -0.606, 0.105, -0.480, -1.091, 0.303, 0.313, 0.513, -0.534, -0.807, -0.019, -0.492, 0.554, 0.348, -1.338, 1.066, -0.824, 0.296, -0.508, 0.060, 0.243, -0.477, -0.880, -0.295, -1.048, 0.250, 0.530, 0.461, 0.323, 0.614, 0.284, -0.590, 0.344, -0.899, 0.684, 0.265, 0.358, 0.552, 0.259, 0.368, 0.031, 0.634, 0.543, 0.257, 0.574, 0.296, 0.389, 0.260, 0.439, 0.379, 0.370, 0.172], "orbital_gap_ev": 9.0, "lumo_ha": -0.0793, "total_charge": 1}



Record 2
{"formula": "C23H31N3O2", "method": "the ωB97M-V functional and the def2-TZVPD basis", "species": ["C", "C", "C", "C", "C", "C", "C", "H", "H", "H", "C", "O", "N", "H", "C", "H", "H", "C", "H", "H", "C", "N", "C", "H", "H", "H", "C", "C", "H", "C", "N", "C", "O", "C", "C", "C", "C", "C", "C", "H", "H", "H", "C", "H", "H", "H", "H", "H", "H", "H", "H", "H", "H", "H", "H", "H", "H", "H", "H"], "xyz": [[-3.26, -3.01, 0.65], [-1.99, -3.77, 0.41], [-0.78, -3.09, 0.28], [0.40, -3.79, 0.05], [0.36, -5.18, -0.05], [-0.84, -5.86, 0.08], [-2.01, -5.15, 0.31], [-2.95, -5.68, 0.42], [-0.86, -6.93, 0.00], [1.28, -5.71, -0.24], [1.74, -3.14, -0.11], [2.69, -3.76, -0.56], [1.83, -1.86, 0.30], [1.01, -1.34, 0.56], [3.02, -1.07, 0.11], [3.21, -0.49, 1.02], [3.85, -1.76, -0.07], [2.86, -0.11, -1.07], [1.88, 0.37, -0.99], [2.89, -0.67, -2.01], [3.96, 0.96, -1.09], [3.93, 1.78, 0.12], [5.19, 1.76, 0.85], [5.47, 0.73, 1.04], [5.05, 2.26, 1.80], [6.01, 2.26, 0.30], [3.46, 3.13, -0.10], [1.96, 3.18, -0.39], [1.74, 2.60, -1.29], [1.15, 2.62, 0.78], [-0.25, 2.47, 0.46], [-0.85, 1.27, 0.34], [-0.28, 0.21, 0.56], [-2.28, 1.31, -0.08], [-3.15, 2.30, 0.37], [-4.48, 2.30, -0.02], [-4.93, 1.29, -0.87], [-4.08, 0.31, -1.32], [-2.75, 0.31, -0.92], [-2.07, -0.46, -1.26], [-4.44, -0.47, -1.97], [-5.97, 1.29, -1.17], [-5.43, 3.35, 0.47], [-4.96, 3.98, 1.22], [-6.32, 2.90, 0.90], [-5.75, 3.98, -0.36], [-2.80, 3.06, 1.05], [-0.75, 3.30, 0.18], [1.54, 1.63, 1.05], [1.25, 3.28, 1.65], [1.67, 4.22, -0.58], [3.65, 3.71, 0.81], [4.00, 3.63, -0.93], [4.93, 0.46, -1.17], [3.84, 1.59, -1.98], [-0.79, -2.02, 0.35], [-3.84, -3.46, 1.45], [-3.06, -1.97, 0.91], [-3.88, -3.02, -0.25]], "mulliken_charge": [-1.545, 0.523, -0.137, 0.406, -0.673, -0.667, -0.461, 0.417, 0.386, 0.468, 0.418, -0.724, 0.017, 0.356, -0.918, 0.302, 0.360, 0.263, -0.317, 0.450, -1.362, 0.576, -1.336, 0.402, 0.365, 0.380, -1.174, -0.432, 0.221, -0.666, -0.073, 0.129, -0.751, 0.482, -0.498, 0.720, -0.503, -0.684, -0.697, 0.531, 0.440, 0.425, -1.490, 0.367, 0.356, 0.325, 0.425, 0.310, 0.222, 0.256, 0.495, 0.481, 0.367, 0.533, 0.408, 0.488, 0.423, 0.339, 0.278], "smiles": "Cc1cccc(C(=O)NCCCN(C)CCCNC(=O)c2cccc(C)c2)c1", "orbital_gap_ev": 9.0, "lumo_ha": 0.0184, "total_charge": 0}



Record 3
{"formula": "C23H31N3O3S", "method": "the ωB97M-V functional and the def2-TZVPD basis", "species": ["C", "C", "H", "H", "O", "C", "C", "C", "C", "C", "C", "N", "C", "O", "C", "H", "H", "C", "C", "H", "H", "H", "C", "H", "H", "H", "H", "H", "H", "O", "C", "C", "H", "H", "H", "H", "H", "N", "C", "S", "N", "C", "C", "C", "C", "C", "C", "H", "C", "H", "H", "H", "H", "H", "H", "H", "H", "H", "H", "H", "H"], "xyz": [[-2.64, 3.55, 1.05], [-1.87, 2.43, 1.73], [-1.57, 2.74, 2.74], [-2.49, 1.53, 1.81], [-0.73, 2.16, 0.95], [0.08, 1.12, 1.30], [-0.08, 0.32, 2.42], [0.77, -0.75, 2.66], [1.89, -0.96, 1.83], [2.07, -0.15, 0.73], [1.15, 0.85, 0.43], [1.24, 1.62, -0.74], [1.73, 1.20, -1.94], [2.30, 0.15, -2.11], [1.47, 2.20, -3.05], [2.03, 1.87, -3.93], [1.85, 3.18, -2.75], [-0.02, 2.30, -3.41], [-0.56, 0.94, -3.83], [-0.44, 0.21, -3.03], [-1.62, 1.01, -4.08], [-0.02, 0.58, -4.71], [-0.22, 3.33, -4.51], [-1.28, 3.42, -4.76], [0.31, 3.04, -5.41], [0.14, 4.31, -4.20], [-0.58, 2.63, -2.52], [0.66, 2.44, -0.72], [2.89, -0.29, 0.05], [2.70, -1.99, 2.21], [3.86, -2.28, 1.44], [3.55, -3.06, 0.17], [2.99, -2.46, -0.54], [2.98, -3.95, 0.41], [4.49, -3.37, -0.30], [4.47, -2.89, 2.11], [4.41, -1.36, 1.21], [0.55, -1.64, 3.71], [-0.63, -2.15, 4.15], [-0.69, -2.90, 5.63], [-1.77, -2.03, 3.42], [-1.93, -1.82, 2.05], [-3.05, -1.13, 1.60], [-3.21, -0.86, 0.26], [-2.25, -1.27, -0.65], [-1.15, -2.01, -0.23], [-1.01, -2.29, 1.12], [-0.18, -2.89, 1.45], [-0.13, -2.47, -1.22], [0.62, -1.69, -1.38], [0.39, -3.36, -0.85], [-0.59, -2.70, -2.18], [-2.37, -1.04, -1.70], [-4.08, -0.31, -0.08], [-3.80, -0.80, 2.32], [-2.61, -2.24, 3.95], [1.37, -2.00, 4.17], [-0.89, 0.50, 3.11], [-2.02, 4.44, 0.97], [-2.94, 3.24, 0.06], [-3.53, 3.79, 1.63]], "mulliken_charge": [-1.573, 0.151, 0.353, 0.003, -0.418, 0.586, -0.081, -0.826, 0.948, -0.264, -0.630, -0.112, 0.423, -0.624, -1.256, 0.384, 0.409, 1.205, -1.059, -0.066, 0.462, 0.333, -1.773, 0.404, 0.367, 0.421, 0.016, 0.293, 0.628, -0.524, -0.556, -0.820, 0.115, 0.276, 0.419, 0.376, 0.362, -0.095, -0.188, -0.400, -0.110, -0.262, -0.585, -0.729, -0.621, 0.646, 0.363, 0.592, -1.501, 0.029, 0.431, 0.487, 0.395, 0.433, 0.396, 0.324, 0.321, 0.611, 0.347, 0.310, 0.452], "smiles": "CCOc1cc(NC(=S)Nc2cccc(C)c2)c(OCC)cc1NC(=O)CC(C)C", "orbital_gap_ev": 8.1, "lumo_ha": 0.0207, "total_charge": 0}



Record 4
{"formula": "C23H31N4OsSi", "method": "the ωB97M-V functional and the def2-TZVPD basis", "species": ["Os", "C", "C", "C", "C", "C", "C", "C", "N", "N", "C", "C", "C", "C", "C", "C", "N", "C", "C", "C", "C", "C", "C", "N", "H", "H", "H", "H", "H", "H", "H", "H", "H", "H", "H", "H", "H", "H", "H", "H", "H", "H", "H", "H", "C", "Si", "C", "C", "C", "H", "H", "H", "H", "H", "H", "H", "H", "H", "H", "H"], "xyz": [[0.15, 0.38, 0.14], [2.96, -0.66, -0.44], [2.38, -1.51, -1.56], [1.43, -0.77, -2.44], [1.49, -0.94, -3.82], [0.64, -0.25, -4.66], [-0.28, 0.63, -4.10], [-0.30, 0.77, -2.73], [0.52, 0.08, -1.90], [1.99, -0.44, 0.69], [2.58, 0.59, 1.60], [2.42, 1.95, 0.98], [3.31, 2.98, 1.17], [3.05, 4.22, 0.59], [1.91, 4.39, -0.18], [1.07, 3.31, -0.36], [1.30, 2.12, 0.22], [1.72, -1.72, 1.43], [0.52, -2.44, 0.86], [0.30, -3.78, 1.07], [-0.80, -4.39, 0.49], [-1.65, -3.63, -0.31], [-1.39, -2.28, -0.46], [-0.34, -1.69, 0.13], [3.23, 0.32, -0.82], [3.86, -1.11, -0.02], [1.91, -2.42, -1.17], [3.21, -1.86, -2.17], [2.23, -1.62, -4.22], [0.69, -0.39, -5.73], [-0.96, 1.21, -4.70], [-1.00, 1.45, -2.26], [3.63, 0.37, 1.80], [2.04, 0.56, 2.55], [4.20, 2.82, 1.76], [3.74, 5.04, 0.74], [1.68, 5.33, -0.65], [0.18, 3.39, -0.97], [1.55, -1.48, 2.48], [2.60, -2.36, 1.39], [1.00, -4.36, 1.67], [-0.99, -5.44, 0.64], [-2.51, -4.07, -0.80], [-2.02, -1.64, -1.07], [-3.35, -0.90, 2.79], [-3.36, 0.49, 1.56], [-4.35, 0.22, 0.02], [-3.60, 2.18, 2.30], [-1.48, 0.62, 0.98], [-4.32, -0.92, 3.28], [-2.60, -0.75, 3.57], [-3.19, -1.87, 2.32], [-5.41, 0.23, 0.31], [-4.18, -0.74, -0.47], [-4.23, 1.02, -0.71], [-4.63, 2.23, 2.67], [-3.48, 2.98, 1.58], [-2.95, 2.36, 3.16], [-0.71, 0.88, 1.83], [-1.40, 1.31, -0.06]], "mulliken_charge": [0.419, -0.743, -1.104, 1.043, -0.939, -0.483, -0.917, -0.118, 0.647, -0.130, -1.241, 0.924, -0.926, -0.406, -0.837, 0.124, 0.097, -1.129, 0.534, -1.017, -0.540, -1.030, -0.272, 0.504, 0.434, 0.448, 0.318, 0.674, 0.534, 0.459, 0.495, 0.424, 0.548, 0.492, 0.516, 0.469, 0.477, 0.440, 0.502, 0.512, 0.582, 0.494, 0.515, 0.601, -0.962, 0.024, -0.971, -1.036, 0.130, 0.406, 0.370, 0.324, 0.418, 0.343, 0.363, 0.371, 0.371, 0.362, 0.302, -0.211], "orbital_gap_ev": 8.2, "lumo_ha": -0.3861, "total_charge": 3}



Record 5
{"formula": "C23H31N5OS", "method": "the ωB97M-V functional and the def2-TZVPD basis", "species": ["C", "H", "H", "H", "C", "H", "O", "C", "C", "C", "N", "C", "N", "C", "H", "H", "C", "N", "C", "N", "C", "C", "C", "C", "C", "C", "C", "C", "C", "N", "H", "H", "H", "C", "H", "H", "H", "C", "H", "H", "H", "C", "H", "H", "C", "H", "H", "C", "H", "H", "H", "H", "S", "H", "H", "H", "H", "H", "H", "H", "H"], "xyz": [[-0.47, -5.23, 3.22], [0.09, -6.13, 2.98], [-0.86, -5.33, 4.23], [-1.30, -5.15, 2.52], [0.45, -4.02, 3.10], [0.87, -3.98, 2.09], [-0.19, -2.77, 3.27], [-0.60, -2.46, 4.59], [-2.12, -2.62, 4.78], [-2.88, -1.37, 4.33], [-2.54, -0.97, 2.98], [-1.79, 0.12, 2.70], [-1.50, 0.36, 1.39], [-0.66, 1.48, 1.03], [-1.02, 1.90, 0.09], [-0.74, 2.24, 1.81], [0.80, 1.06, 0.87], [0.95, -0.05, -0.05], [1.03, 0.23, -1.38], [1.00, 1.51, -1.69], [1.15, 1.93, -2.96], [1.11, 3.32, -3.23], [1.26, 3.76, -4.53], [1.44, 2.84, -5.58], [1.47, 1.50, -5.34], [1.33, 1.01, -4.03], [1.34, -0.35, -3.70], [1.20, -0.77, -2.40], [1.23, -2.16, -2.20], [1.25, -3.31, -2.15], [1.47, -1.09, -4.49], [1.61, 0.79, -6.15], [1.56, 3.22, -6.58], [1.23, 5.23, -4.84], [1.37, 5.40, -5.90], [0.28, 5.66, -4.53], [2.02, 5.75, -4.29], [0.91, 4.28, -2.10], [1.76, 4.96, -2.02], [0.02, 4.89, -2.26], [0.80, 3.74, -1.17], [0.61, -1.35, 0.48], [1.28, -2.11, 0.07], [0.76, -1.31, 1.56], [-0.85, -1.76, 0.22], [-1.10, -2.52, 0.96], [-0.96, -2.20, -0.77], [-1.81, -0.56, 0.32], [-2.85, -0.91, 0.41], [-1.76, 0.01, -0.61], [1.38, 1.90, 0.50], [1.19, 0.74, 1.85], [-1.32, 1.18, 3.89], [-2.59, -1.71, 2.30], [-2.64, -0.53, 4.98], [-3.96, -1.56, 4.37], [-2.46, -3.49, 4.22], [-2.33, -2.78, 5.84], [-0.06, -3.09, 5.31], [-0.32, -1.42, 4.77], [1.28, -4.11, 3.82]], "mulliken_charge": [-1.265, 0.437, 0.303, 0.299, -0.338, 0.236, -0.149, -0.729, -0.526, -1.181, -0.113, 0.717, 0.214, -1.327, 0.512, 0.297, -0.605, 0.163, 0.269, -0.291, -0.743, 1.212, 1.381, -1.005, -1.200, 1.013, -0.907, 1.108, -0.159, -0.648, 0.508, 0.443, 0.332, -1.541, 0.383, 0.324, 0.323, -1.473, 0.337, 0.353, 0.116, -1.760, 0.559, 0.348, 0.387, 0.103, 0.601, -1.790, 0.574, 0.445, 0.470, 0.351, -0.456, 0.228, 0.486, 0.357, 0.330, 0.376, 0.478, 0.352, 0.483], "smiles": "CCOCCCNC(=S)N1CCCN(c2nc3c(C)c(C)ccc3cc2C#N)CC1", "orbital_gap_ev": 7.7, "lumo_ha": -0.0057, "total_charge": 0}



Record 6
{"formula": "C23H32BIrN8O", "method": "the ωB97M-V functional and the def2-TZVPD basis", "species": ["Ir", "C", "C", "C", "C", "C", "N", "N", "B", "N", "N", "C", "C", "C", "C", "C", "N", "N", "C", "C", "C", "C", "C", "H", "H", "H", "H", "H", "H", "H", "H", "H", "H", "H", "H", "H", "H", "H", "H", "H", "H", "H", "H", "H", "H", "C", "C", "O", "N", "C", "C", "C", "C", "C", "C", "N", "H", "H", "H", "H", "H", "H", "H", "H", "H", "H"], "xyz": [[-0.11, 0.26, -0.42], [2.92, 1.36, -1.95], [2.92, 0.50, -0.73], [4.05, 0.00, -0.08], [3.59, -0.76, 0.99], [4.39, -1.52, 2.00], [2.26, -0.74, 0.97], [1.83, 0.04, -0.08], [1.18, -1.40, 1.83], [0.31, -2.26, 0.92], [-0.22, -1.72, -0.23], [-0.81, -2.72, -0.92], [-1.42, -2.60, -2.28], [-0.69, -3.89, -0.19], [0.01, -3.57, 0.96], [0.43, -4.47, 2.08], [0.29, -0.24, 2.33], [-0.37, 0.50, 1.41], [-1.14, 1.48, 2.08], [-2.09, 2.41, 1.42], [-0.87, 1.34, 3.40], [0.03, 0.25, 3.55], [0.60, -0.32, 4.78], [3.94, 1.66, -2.19], [2.33, 2.26, -1.81], [2.54, 0.81, -2.82], [5.07, 0.18, -0.36], [5.45, -1.43, 1.77], [4.12, -2.58, 1.99], [4.22, -1.14, 3.00], [1.66, -2.01, 2.73], [-1.19, -1.66, -2.77], [-2.50, -2.74, -2.24], [-1.02, -3.40, -2.91], [-1.05, -4.86, -0.48], [-0.01, -5.45, 1.94], [0.11, -4.07, 3.04], [1.52, -4.58, 2.11], [-2.21, 2.21, 0.36], [-1.75, 3.44, 1.55], [-3.07, 2.33, 1.90], [-1.30, 1.92, 4.20], [0.23, 0.21, 5.65], [1.69, -0.26, 4.76], [0.34, -1.38, 4.87], [0.01, 4.62, -0.96], [-0.09, 3.21, -1.43], [0.22, 2.27, -0.64], [-0.50, 2.97, -2.67], [-0.61, 1.63, -3.24], [-1.89, 0.95, -2.81], [-2.99, 0.86, -3.64], [-4.15, 0.26, -3.18], [-4.19, -0.22, -1.87], [-3.05, -0.12, -1.10], [-1.91, 0.45, -1.56], [0.70, 4.68, -0.12], [-0.98, 4.96, -0.64], [0.35, 5.28, -1.76], [-0.74, 3.77, -3.25], [0.25, 1.05, -2.91], [-0.55, 1.70, -4.32], [-2.94, 1.26, -4.65], [-5.01, 0.16, -3.82], [-5.08, -0.67, -1.46], [-3.04, -0.49, -0.09]], "mulliken_spin": [0.403, -0.001, -0.002, 0.007, 0.011, 0.000, -0.016, 0.036, -0.001, -0.009, -0.004, -0.008, 0.000, 0.002, 0.002, 0.000, -0.047, 0.290, -0.048, 0.009, 0.110, 0.183, -0.013, 0.000, 0.000, 0.000, 0.000, 0.000, 0.001, 0.001, -0.001, 0.000, 0.000, 0.000, 0.000, 0.000, 0.000, 0.001, -0.002, 0.000, 0.001, 0.001, -0.002, 0.021, 0.019, 0.001, -0.003, 0.021, 0.000, 0.011, 0.001, 0.000, 0.003, 0.000, -0.004, 0.026, 0.000, 0.000, 0.000, 0.000, 0.000, 0.000, 0.000, 0.000, 0.001, 0.000], "orbital_gap_ev": [6.9, 5.1], "lumo_ha": [-0.3946, -0.4613], "multiplicity": 2, "total_charge": 3}



Which molar mass belongs to each record? In order, 383.5 381.5 429.6 581.8 425.6 639.6 g/mol.
Which DFT total energy belongs to each record? In order, -1229.37070 -1209.82947 -1683.25068 -1493.28587 -1642.25644 -1537.26833 Eh.